Molecular formula: C6H12O2
Method: DFT, wB97M-V/def2-TZVPD

Structure (ORCA input):
```
! wB97M-V def2-TZVPD RIJCOSX def2/J DEFGRID3
* xyz 0 1
C -0.3834 -2.0487 2.1002
C 0.3439 -1.4730 1.1474
O 0.5177 -2.1400 -0.0877
C 0.8952 -0.1227 1.1341
C 0.8859 0.6486 0.0497
C 1.2842 2.0903 -0.0968
C 0.8916 2.9929 1.0561
H -0.6032 -3.0996 2.0904
H -0.7260 -1.4510 2.9376
H 0.9846 -2.9563 0.1279
H 1.1101 0.3883 2.0677
H 0.6090 0.1288 -0.8587
H 2.3755 2.1176 -0.2257
H 0.9032 2.3895 -1.0466
H 1.2561 2.7300 2.0467
H 1.1540 4.0194 0.7924
H -0.1988 3.1079 1.1117
O -3.4378 -0.2644 -4.1854
H -3.9316 -0.8066 -3.5660
H -4.0009 -0.1203 -4.9559
*
```

Results
Frontier orbital gap ... 9.435 eV
DFT total energy ... -10509.84903 eV
Energy above the lowest of the compared OMol25 structures with the same formula, charge and spin ... 2.4580 eV
Structure (SMILES) ... C=C(O)/C=C/CC.O
LUMO ... 0.871 eV
Strongest force on any atom ... 1.73 eV/A